*one*
Formula: C8H8N4
Source: the OMol25 dataset
Level of theory: wB97M-V/def2-TZVPD

As for the frontier orbital gap: 9.423 eV. The highest occupied orbital energy comes out at -9.23 eV. The value obtained for the LUMO energy is 0.20 eV. As for the molecular weight: 160.2 Da.

XYZ file:
```
20
C8H8N4 (wB97M-V/def2-TZVPD)
N -0.36407 -0.69418 1.29050
N 0.42967 -3.40824 1.63956
C -0.29016 -1.57357 0.25240
C 0.12257 -2.98218 0.40276
C 0.08031 -1.10837 2.43046
C 0.40080 -2.46893 2.57943
H -0.68405 -1.28514 -0.73109
H 0.08360 -3.76067 -0.37058
H 0.13259 -0.51248 3.35121
H 0.68929 -2.87589 3.55758
N -0.15062 2.96878 -0.32413
N -0.16477 1.23271 -2.59758
C -0.48409 1.67115 -0.16259
C -0.41982 0.77203 -1.36760
C 0.30899 3.34715 -1.50705
C 0.33661 2.52445 -2.65859
H -0.88382 1.36173 0.81213
H -0.76066 -0.27128 -1.39829
H 0.84976 4.30136 -1.55843
H 0.76788 2.76156 -3.64011
```

***

*two*
Formula: C8H8N4
Source: the OMol25 dataset
Level of theory: wB97M-V/def2-TZVPD

As for the frontier orbital gap: 9.397 eV. The highest occupied orbital energy comes out at -8.53 eV. The value obtained for the LUMO energy is 0.86 eV. As for the molecular weight: 160.2 Da.

XYZ file:
```
20
C8H8N4 (wB97M-V/def2-TZVPD)
C -1.86784 -0.08779 -0.62175
C -1.08059 -0.98323 0.14186
C -1.52668 0.88692 1.24861
C 1.11379 -1.33328 2.03991
C -0.09559 -0.92086 2.31306
C 1.63596 -0.41478 -0.11614
C 1.28847 0.50611 -2.37268
C 0.84644 1.75261 -2.46663
N -2.06718 1.04853 0.10432
N 1.80027 -0.97127 0.92644
N 1.76830 -0.03119 -1.21779
N -0.96326 -0.34320 1.33470
H -2.26128 -0.11966 -1.57934
H -0.80769 -2.08288 0.29965
H 1.70166 -1.85735 2.80625
H -0.61067 -1.16235 3.27233
H 1.27494 -0.17764 -3.15556
H 0.45634 2.20112 -3.38544
H -1.49644 1.67151 1.93151
H 0.89105 2.41867 -1.50327
```

***

In terms of stability, *one* leads; the second structure lies 0.433 eV higher.

***

*one*
Formula: C3H6N3S
Source: the OMol25 dataset
Level of theory: wB97M-V/def2-TZVPD

Its charge is +1. As for the frontier orbital gap (alpha / beta): 7.245 / 7.244 eV. The highest occupied orbital energy (alpha / beta) comes out at -12.85 / -12.85 eV. The value obtained for the LUMO energy (alpha / beta) is -5.61 / -5.61 eV. As for the molecular weight: 116.2 Da.

XYZ file:
```
13
C3H6N3S (wB97M-V/def2-TZVPD)
C -0.39315 -0.28979 -1.18549
C 0.23944 0.78069 1.27142
C 1.21266 0.32605 0.35270
N 0.92351 -0.05582 -0.87564
N -1.17412 -0.57427 -0.20497
N -0.85111 -0.18859 1.01088
S -0.97356 -0.79535 -2.71287
H 0.53210 0.86149 2.38022
H -0.28092 1.82041 1.24773
H 2.26112 0.20284 0.49312
H 1.53220 -0.05667 -1.62592
H -1.92868 -1.24691 -1.84624
H -1.09947 -0.78409 1.69507
```

***

*two*
Formula: C3H6N3S
Source: the OMol25 dataset
Level of theory: wB97M-V/def2-TZVPD

Its charge is +1. As for the frontier orbital gap (alpha / beta): 7.504 / 7.502 eV. The highest occupied orbital energy (alpha / beta) comes out at -12.37 / -12.37 eV. The value obtained for the LUMO energy (alpha / beta) is -4.87 / -4.87 eV. As for the molecular weight: 116.2 Da.

XYZ file:
```
13
C3H6N3S (wB97M-V/def2-TZVPD)
C -0.52295 -1.20157 -0.12701
C -1.38440 0.81017 0.21786
C 1.07556 0.63543 -0.03233
N -1.87517 -1.32261 -0.20983
N -0.24498 0.09906 0.08380
N -2.46919 0.02480 0.07850
S -4.06865 0.30609 0.02235
H 0.16120 -1.95952 -0.44845
H -1.41537 1.83452 0.58652
H 1.31157 0.82731 -0.99618
H 1.11187 1.53423 0.52456
H 1.77660 -0.26609 0.16083
H -2.51455 -2.15276 -0.55822
```

***

*three*
Formula: C3H6N3S
Source: the OMol25 dataset
Level of theory: wB97M-V/def2-TZVPD

Its charge is +1. As for the frontier orbital gap: 7.620 eV. The highest occupied orbital energy comes out at -12.88 eV. The value obtained for the LUMO energy is -5.26 eV. As for the molecular weight: 116.2 Da.

XYZ file:
```
13
C3H6N3S (wB97M-V/def2-TZVPD)
C 0.41782 -1.17803 0.52928
C -0.13434 1.11766 0.12553
C -0.51503 0.46866 -1.24233
N 0.88550 -4.12187 1.46828
N 0.77998 -3.10178 1.92314
N 0.06714 -0.00941 1.01775
S 0.21052 -1.21373 -1.12889
H 0.73436 1.71106 -0.02742
H -0.85770 1.83225 0.57928
H -1.55177 0.35968 -1.64012
H 0.04686 0.84070 -2.04529
H 0.83312 -4.96468 0.96258
H 0.19974 0.07028 2.05384
```

***

*four*
Formula: C3H6N3S
Source: the OMol25 dataset
Level of theory: wB97M-V/def2-TZVPD

Its charge is +1. As for the frontier orbital gap: 9.229 eV. The highest occupied orbital energy comes out at -14.84 eV. The value obtained for the LUMO energy is -5.61 eV. As for the molecular weight: 116.2 Da.

XYZ file:
```
13
C3H6N3S (wB97M-V/def2-TZVPD)
C -1.95605 -1.76970 0.88832
C -0.14155 0.03245 -0.39329
C 1.67978 0.98923 0.79378
N -2.79133 -2.24864 0.25390
N -0.98219 -0.27989 -1.31528
N 0.93292 0.69659 -0.41899
S -0.69167 -0.87700 1.47088
H 0.99132 1.28394 1.52158
H 2.36876 1.68061 0.58227
H 2.12596 0.06206 1.08489
H -1.13109 0.08093 -2.32871
H -1.56202 -0.99592 -0.99881
H 1.15716 1.34534 -1.14054
```

***

In terms of stability, *four* leads; the second structure lies 0.785 eV higher.

***

*one*
Formula: C2H9N2O3P
Source: the OMol25 dataset
Level of theory: wB97M-V/def2-TZVPD

As for the frontier orbital gap (alpha / beta): 7.942 / 7.910 eV. The highest occupied orbital energy (alpha / beta) comes out at -7.80 / -7.73 eV. The value obtained for the LUMO energy (alpha / beta) is 0.14 / 0.18 eV. As for the molecular weight: 140.1 Da.

XYZ file:
```
17
C2H9N2O3P (wB97M-V/def2-TZVPD)
C -1.88091 0.58446 1.93265
C 0.33934 1.47368 -1.61291
N 1.55545 -2.30813 -0.90314
N 0.43328 -1.63281 -0.99554
O 1.03792 0.11693 1.95634
O -1.13347 0.76477 0.72519
O 1.10464 1.22929 -0.39497
P 0.34235 0.20395 0.64026
H -2.56156 -0.16184 1.86462
H -2.42193 1.60557 1.94721
H -1.20834 0.55574 2.80440
H -0.55159 2.16663 -1.34769
H 0.12499 0.59220 -2.23414
H 1.10477 1.89495 -2.32288
H 2.36377 -1.80965 -1.18185
H 1.62744 -2.85496 -0.03712
H -0.27616 -2.42078 -0.84042
```

***

*two*
Formula: C2H9N2O3P
Source: the OMol25 dataset
Level of theory: wB97M-V/def2-TZVPD

As for the frontier orbital gap: 10.784 eV. The highest occupied orbital energy comes out at -9.98 eV. The value obtained for the LUMO energy is 0.80 eV. As for the molecular weight: 140.1 Da.

XYZ file:
```
17
C2H9N2O3P (wB97M-V/def2-TZVPD)
C -0.30088 2.81048 -0.42061
C -1.60162 -1.64196 -0.18337
N 1.81529 -1.77775 0.86510
N 1.55396 -0.25960 1.03228
O 0.62066 -0.11366 -1.58464
O -0.06917 1.65819 0.34599
O -0.88526 -0.66007 0.53558
P 0.31158 0.18735 0.00305
H 0.46736 3.04430 -1.15728
H -0.39155 3.51375 0.40441
H -1.21306 2.70757 -0.99154
H -2.58581 -1.23745 -0.63781
H -1.98222 -2.49195 0.46885
H -0.93794 -1.89248 -1.05230
H 1.17572 -2.02103 0.08872
H 2.72812 -1.66303 0.33284
H 1.29480 -0.16266 1.95073
```

***

In terms of stability, *two* leads; the second structure lies 1.863 eV higher.

***

*one*
Formula: C5H7IN
Source: the OMol25 dataset
Level of theory: wB97M-V/def2-TZVPD

Its charge is +1. As for the frontier orbital gap: 8.934 eV. The highest occupied orbital energy comes out at -13.85 eV. The value obtained for the LUMO energy is -4.92 eV. As for the molecular weight: 208.0 Da.

XYZ file:
```
14
C5H7IN (wB97M-V/def2-TZVPD)
C 0.11036 2.23403 -0.35362
C -0.47689 -1.48835 -0.79884
C -1.28369 -1.15333 0.44132
C 1.17968 0.17049 0.77204
C 0.01933 -0.53418 0.19170
N 0.34791 1.07984 0.05464
I 3.15697 -0.12340 -0.05839
H -0.74869 2.43036 -0.98979
H 0.76219 3.06473 -0.08497
H 0.04282 -2.43723 -0.82156
H -0.82288 -1.15833 -1.76722
H -2.16038 -0.53247 0.32402
H -1.38422 -1.87385 1.24207
H 1.25748 0.32170 1.84859
```

***

*two*
Formula: C5H7IN
Source: the OMol25 dataset
Level of theory: wB97M-V/def2-TZVPD

Its charge is +1. As for the frontier orbital gap (alpha / beta): 7.560 / 7.559 eV. The highest occupied orbital energy (alpha / beta) comes out at -13.24 / -13.24 eV. The value obtained for the LUMO energy (alpha / beta) is -5.68 / -5.68 eV. As for the molecular weight: 208.0 Da.

XYZ file:
```
14
C5H7IN (wB97M-V/def2-TZVPD)
C -0.48074 -0.70862 1.40123
C 0.48430 -1.43789 0.66921
C 0.22190 -2.42562 -0.43986
C 0.28982 -0.94667 -0.70837
C -0.84273 -0.10990 0.14249
N -0.02221 2.08669 0.22325
I -2.86313 -0.08347 -0.03296
H -0.45229 -0.52517 2.48476
H 1.02633 -2.85156 -0.96929
H -0.69537 -2.96813 -0.57424
H 0.90625 -0.70914 -1.49847
H -0.26784 2.61284 -0.63450
H 1.00654 1.95761 0.40813
H -0.48150 2.50445 0.97411
```

***

*three*
Formula: C5H7IN
Source: the OMol25 dataset
Level of theory: wB97M-V/def2-TZVPD

Its charge is +1. As for the frontier orbital gap: 7.943 eV. The highest occupied orbital energy comes out at -13.81 eV. The value obtained for the LUMO energy is -5.87 eV. As for the molecular weight: 208.0 Da.

XYZ file:
```
14
C5H7IN (wB97M-V/def2-TZVPD)
C 0.24230 1.38402 0.14211
C 1.14872 0.45174 -0.08225
C -0.71764 -1.19705 0.22939
C -0.57330 2.62463 0.00142
C -0.02982 -2.42032 -0.20628
N -0.09080 -0.12495 0.15905
I 3.53725 -0.04966 0.05826
H -1.77711 -1.30900 0.45996
H -1.01868 2.67589 1.04642
H -1.31571 2.37261 -0.73797
H -0.06114 3.64572 -0.10760
H -0.70042 -3.28017 -0.28912
H 0.54426 -2.16356 -1.16861
H 0.81207 -2.60990 0.49521
```

***

In terms of stability, *one* leads; the second structure lies 1.232 eV higher.

***

*one*
Formula: C6H12O
Source: the OMol25 dataset
Level of theory: wB97M-V/def2-TZVPD

As for the expectation value of S²: 0.751. Its charge is -1. As for the frontier orbital gap (alpha / beta): 2.866 / 9.060 eV. The highest occupied orbital energy (alpha / beta) comes out at 1.04 / -5.28 eV. The value obtained for the LUMO energy (alpha / beta) is 3.90 / 3.78 eV. Its multiplicity is 2. As for the molecular weight: 100.2 Da.

XYZ file:
```
19
C6H12O (wB97M-V/def2-TZVPD)
C -0.04127 -2.37073 0.28077
C -0.02074 -1.22270 1.31083
C 0.78081 -0.07932 0.85668
C 0.43321 0.76744 -0.12898
C 1.28080 1.95988 -0.25818
C 0.95983 3.16080 0.22129
H -1.07608 -2.41543 -0.14909
H -0.03868 -3.34009 0.74863
H 0.69875 -2.30022 -0.49819
H 0.35889 -1.55460 2.33158
H -1.02050 -1.06269 1.76759
H 1.84270 -0.02318 1.13259
H -0.54578 0.78083 -0.67005
H 2.34490 1.85598 -0.47104
H -0.05270 3.36527 0.58292
H 1.63607 3.99754 0.37329
H -3.04934 -0.34094 -3.01613
H -2.22133 -0.39291 -1.76008
O -2.26955 -0.78492 -2.65443
```

***

*two*
Formula: C6H12O
Source: the OMol25 dataset
Level of theory: wB97M-V/def2-TZVPD

As for the expectation value of S²: 0.754. Its charge is -1. As for the frontier orbital gap (alpha / beta): 3.184 / 6.529 eV. The highest occupied orbital energy (alpha / beta) comes out at 0.99 / -2.52 eV. The value obtained for the LUMO energy (alpha / beta) is 4.18 / 4.01 eV. Its multiplicity is 2. As for the molecular weight: 100.2 Da.

XYZ file:
```
19
C6H12O (wB97M-V/def2-TZVPD)
C -2.59257 0.11742 0.29871
C -1.66270 -0.46791 1.37865
C -0.12916 -0.73248 1.22329
C 2.19089 0.20870 -1.63320
O 3.41933 0.96346 -1.91457
C 1.67191 0.38794 -0.25691
C 0.41305 -0.18295 -0.06642
H -2.21577 0.93688 -0.30327
H -2.98556 -0.68423 -0.34248
H -3.52219 0.45326 0.77484
H -2.19891 -1.36751 1.70825
H -1.75020 0.22057 2.23048
H 0.28155 -0.39161 2.18635
H 0.11320 -1.80924 1.28662
H 2.50773 -0.80834 -1.84619
H 1.42179 0.56657 -2.37580
H 3.20381 1.88904 -2.06816
H 2.16379 0.85452 0.59246
H -0.32999 -0.15408 -0.87265
```

***

*three*
Formula: C6H12O
Source: the OMol25 dataset
Level of theory: wB97M-V/def2-TZVPD

As for the expectation value of S²: 0.753. Its charge is -1. As for the frontier orbital gap (alpha / beta): 3.211 / 6.807 eV. The highest occupied orbital energy (alpha / beta) comes out at 0.64 / -3.05 eV. The value obtained for the LUMO energy (alpha / beta) is 3.85 / 3.76 eV. Its multiplicity is 2. As for the molecular weight: 100.2 Da.

XYZ file:
```
19
C6H12O (wB97M-V/def2-TZVPD)
O 1.62871 1.14617 -2.31402
C 1.84444 0.84420 -1.11263
C 0.75558 0.91497 -0.02474
C -0.11361 -0.37135 0.14903
C 0.43337 -1.22045 1.28215
C -1.58117 0.06385 0.46380
C -2.53955 -1.02009 0.95871
H 2.79786 0.55374 -0.62073
H 0.14052 1.82440 -0.08830
H 1.32957 0.94831 0.91786
H -0.18849 -0.95995 -0.76756
H 1.53322 -1.23376 1.15352
H 0.15797 -0.98986 2.30814
H 0.15045 -2.30095 1.19447
H -1.92589 0.57500 -0.44534
H -1.51426 0.84038 1.23859
H -3.22482 -0.54356 1.67422
H -3.10391 -1.40393 0.11175
H -2.01928 -1.85322 1.43209
```

***

In terms of stability, *three* leads; the second structure lies 1.596 eV higher.

***

*one*
Formula: C5H4N
Source: the OMol25 dataset
Level of theory: wB97M-V/def2-TZVPD

Its charge is +1. As for the frontier orbital gap: 7.662 eV. The highest occupied orbital energy comes out at -14.99 eV. The value obtained for the LUMO energy is -7.32 eV. As for the molecular weight: 78.1 Da.

XYZ file:
```
10
C5H4N (wB97M-V/def2-TZVPD)
C -0.86301 -0.84040 -0.01947
C -2.10939 -0.76012 -0.25349
C 2.53223 -0.39695 -0.45558
C 1.46965 -0.45609 0.07784
C -1.58642 0.65603 -0.20657
N 0.21750 -0.45527 0.57305
H 3.57994 -0.27785 -0.58300
H -1.14191 1.10171 -1.06462
H -2.00358 1.21224 0.59370
H -0.09503 0.21670 1.33814
```

***

*two*
Formula: C5H4N
Source: the OMol25 dataset
Level of theory: wB97M-V/def2-TZVPD

Its charge is +1. As for the frontier orbital gap: 9.789 eV. The highest occupied orbital energy comes out at -16.10 eV. The value obtained for the LUMO energy is -6.31 eV. As for the molecular weight: 78.1 Da.

XYZ file:
```
10
C5H4N (wB97M-V/def2-TZVPD)
C 1.82962 -0.46334 -0.00044
C -1.33811 0.67371 -0.16729
C -0.81720 -0.70995 0.12189
C 0.37864 -0.65727 -0.57114
C 0.15395 0.69584 -0.31169
N 1.66987 0.74596 0.27667
H 2.85957 -0.96754 0.21204
H -1.78566 0.83432 -1.04578
H -1.75165 1.23524 0.61799
H -1.19904 -1.38696 0.86773
```

***

In terms of stability, *two* leads; the second structure lies 1.573 eV higher.